No. 1
{"formula": "C3H15NO5", "method": "ωB97M-V with the def2-TZVPD basis set", "elements": ["C", "N", "C", "C", "O", "H", "H", "H", "H", "H", "H", "H", "H", "H", "O", "H", "H", "O", "H", "H", "O", "H", "H", "O"], "coordinates": [[-0.29, -1.21, 0.58], [-1.40, -1.19, -0.17], [-1.47, -2.12, -1.31], [-2.44, -0.22, 0.03], [-0.05, -0.46, 1.51], [0.33, -2.04, 0.31], [-2.52, -2.17, -1.59], [-1.14, -3.09, -0.95], [-0.81, -1.83, -2.12], [-2.38, 0.18, 1.03], [-3.43, -0.61, -0.16], [-2.26, 0.67, -0.59], [2.29, 0.47, 1.43], [1.83, -0.89, 1.90], [2.58, -0.45, 1.46], [-0.26, 1.72, -2.88], [0.87, 1.76, -1.84], [0.23, 2.32, -2.31], [-0.27, 2.73, 1.16], [-0.42, 1.44, 1.93], [0.00, 2.32, 1.99], [2.85, 0.55, -1.44], [2.24, -0.33, -0.47], [2.02, 0.06, -1.34]], "e_lumo_ev": 0.432, "smiles": "CN(C)C=O.O.O.O.O", "homo_lumo_gap_ev": 10.4, "largest_force_ev_per_a": 1.96, "de_lowest_kcal_mol": 17.7, "energy_ev": -15082.235, "multiplicity": 1}



No. 2
{"formula": "C36H30As4CuF24Hg2N6O12", "method": "ωB97M-V with the def2-TZVPD basis set", "elements": ["Hg", "Hg", "Cu", "As", "F", "F", "F", "F", "F", "F", "As", "F", "F", "F", "F", "F", "F", "As", "F", "F", "F", "F", "F", "F", "As", "F", "F", "F", "F", "F", "F", "C", "C", "C", "C", "C", "C", "N", "O", "O", "H", "H", "H", "H", "H", "C", "C", "C", "C", "C", "C", "N", "O", "O", "H", "H", "H", "H", "H", "C", "C", "C", "C", "C", "C", "N", "O", "O", "H", "H", "H", "H", "H", "C", "C", "C", "C", "C", "C", "N", "O", "O", "H", "H", "H", "H", "H", "C", "C", "C", "C", "C", "C", "N", "O", "O", "H", "H", "H", "H", "H", "C", "C", "C", "C", "C", "C", "N", "O", "O", "H", "H", "H", "H", "H"], "coordinates": [[-4.33, 5.80, 1.75], [0.64, 5.68, -4.87], [-5.62, 1.04, -5.27], [-0.14, 8.61, -0.21], [0.03, 9.75, 1.23], [-1.79, 8.07, 0.25], [-0.15, 7.38, -1.57], [1.50, 9.01, -0.83], [0.45, 7.30, 0.83], [-0.80, 9.79, -1.27], [-1.37, 2.03, -0.78], [-2.23, 1.05, 0.51], [-0.02, 2.46, 0.35], [-0.61, 3.01, -2.15], [-2.74, 1.61, -1.88], [-2.33, 3.44, -0.15], [-0.51, 0.49, -1.27], [-0.60, 1.87, -8.22], [-0.70, 2.70, -9.83], [-0.34, 3.41, -7.41], [-0.61, 1.17, -6.50], [-0.92, 0.28, -8.93], [1.16, 1.67, -8.36], [-2.37, 2.08, -7.94], [-4.90, 6.35, -4.52], [-4.46, 8.08, -4.94], [-6.60, 6.83, -4.17], [-5.28, 4.62, -4.10], [-3.20, 5.98, -4.66], [-4.71, 6.63, -2.73], [-5.31, 6.08, -6.22], [-4.49, -7.22, -1.65], [-5.84, -7.05, -1.92], [-6.38, -5.80, -2.30], [-5.53, -4.69, -2.16], [-4.21, -4.80, -1.78], [-3.62, -6.06, -1.60], [-5.94, -3.44, -2.61], [-7.19, -3.15, -2.61], [-5.16, -2.62, -3.05], [-4.08, -8.21, -1.51], [-6.52, -7.88, -1.93], [-7.42, -5.73, -2.60], [-3.69, -3.86, -1.67], [-2.65, -6.34, -1.23], [2.98, -0.05, 5.57], [4.05, -0.84, 6.05], [4.76, -1.60, 5.14], [4.33, -1.76, 3.83], [3.31, -0.89, 3.36], [2.60, -0.14, 4.25], [5.00, -2.64, 2.86], [6.12, -2.95, 3.14], [4.39, -2.99, 1.78], [2.30, 0.39, 6.29], [4.40, -0.91, 7.07], [5.76, -1.98, 5.31], [2.97, -0.99, 2.34], [1.97, 0.65, 3.87], [5.11, -2.76, -5.35], [5.66, -2.11, -6.48], [5.60, -0.70, -6.66], [4.93, 0.01, -5.66], [4.41, -0.62, -4.56], [4.42, -1.96, -4.39], [4.78, 1.52, -5.75], [3.80, 2.09, -5.14], [5.43, 2.00, -6.66], [5.15, -3.84, -5.29], [6.25, -2.67, -7.19], [6.03, -0.21, -7.52], [3.89, -0.10, -3.77], [4.02, -2.44, -3.51], [5.57, 4.81, 3.82], [6.87, 4.50, 4.33], [7.68, 3.49, 3.75], [7.12, 2.71, 2.74], [5.86, 3.07, 2.19], [5.10, 4.13, 2.77], [7.81, 1.52, 2.26], [8.58, 1.03, 3.03], [7.54, 1.15, 1.15], [4.91, 5.47, 4.36], [7.16, 4.98, 5.25], [8.73, 3.30, 3.97], [5.48, 2.67, 1.26], [4.12, 4.40, 2.40], [-6.96, -2.96, 4.17], [-6.88, -2.39, 5.36], [-6.77, -1.02, 5.44], [-6.55, -0.22, 4.31], [-6.39, -0.92, 3.06], [-6.76, -2.27, 2.96], [-6.35, 1.24, 4.31], [-5.63, 1.73, 3.42], [-6.77, 1.93, 5.17], [-7.35, -3.96, 4.12], [-7.07, -2.86, 6.31], [-6.79, -0.64, 6.45], [-6.18, -0.40, 2.14], [-6.77, -2.90, 2.08], [-0.51, -3.88, 4.44], [0.27, -4.87, 5.06], [1.05, -5.70, 4.26], [1.01, -5.60, 2.85], [0.33, -4.53, 2.26], [-0.43, -3.70, 3.05], [1.82, -6.50, 2.05], [2.39, -7.42, 2.56], [1.85, -6.42, 0.81], [-1.12, -3.19, 5.01], [0.32, -4.96, 6.13], [1.69, -6.42, 4.75], [0.25, -4.34, 1.20], [-1.06, -2.99, 2.53]], "e_lumo_ev": -10.581, "total_charge": 1, "homo_lumo_gap_ev": 1.3, "largest_force_ev_per_a": 5.82, "de_lowest_kcal_mol": 304.9, "energy_ev": -432856.911, "multiplicity": 1}